11
Properties=species:S:1:pos:R:3:forces:R:3 method="wB97M-V/def2-TZVPD" total_charge=0 e_homo_ev=-8.581 spin_multiplicity=1 e_above_lowest_ev=3.742
H -1.401 0.705 -1.630 -0.1 -0.1 0.2
N -0.645 0.684 -0.955 -0.6 0.3 0.6
C -0.806 -0.094 0.062 0.0 -0.4 -2.0
O -1.823 -0.968 0.266 -0.1 0.3 0.4
C 0.336 -0.307 0.901 1.0 -0.2 -0.9
N 1.388 0.712 0.776 0.3 0.4 -0.7
C 1.629 -0.032 -0.283 -0.6 -0.9 2.6
O 2.280 -0.526 -1.115 -0.1 0.3 -0.6
H -2.499 -0.861 -0.416 0.2 0.1 0.0
H 0.374 -1.010 1.715 0.0 0.2 0.2
H 1.167 1.698 0.678 -0.1 0.1 0.1



13
Properties=species:S:1:pos:R:3:forces:R:3 method="wB97M-V/def2-TZVPD" total_charge=0 e_homo_ev=-8.546 spin_multiplicity=1 e_above_lowest_ev=3.582 smiles="C=C(O)[C@H]1CN1"
C -1.658 -0.189 1.123 -0.6 0.8 -1.2
C -0.413 -0.233 0.573 -0.8 -0.1 -0.2
O 0.523 -0.430 1.524 -0.8 0.1 0.8
C -0.013 -0.078 -0.839 -0.3 -0.2 0.1
C 1.181 0.766 -1.158 0.0 0.3 0.1
N 1.208 -0.667 -1.380 0.1 -0.3 0.1
H -2.554 -0.414 0.583 -0.3 0.3 -0.6
H -1.786 0.513 1.946 0.2 -0.8 0.6
H -0.246 -0.668 2.158 2.5 0.1 0.2
H -0.861 -0.044 -1.521 0.2 0.0 0.1
H 1.749 1.182 -0.328 -0.1 -0.1 -0.1
H 1.152 1.381 -2.057 0.0 -0.2 0.2
H 1.717 -1.120 -0.624 0.0 0.0 -0.1



38
Properties=species:S:1:pos:R:3:forces:R:3 method="wB97M-V/def2-TZVPD" total_charge=+2 e_homo_ev="-14.130 / -14.130" spin_multiplicity=2
Ca 4.377 -2.183 -3.138 -0.1 0.7 0.5
I 3.177 -0.251 -1.329 0.6 -0.9 -0.7
C -2.708 -2.672 2.537 -1.4 -0.1 1.3
O -1.850 -2.227 1.549 1.1 0.7 -0.7
C -0.553 -2.811 1.593 -2.0 -0.5 -0.3
C 0.443 -1.799 1.005 -2.6 -0.8 2.2
N -0.040 -0.995 -0.113 1.8 -4.9 -1.5
C -0.387 -1.891 -1.293 -2.2 1.3 -0.9
C -0.990 -1.068 -2.488 0.7 0.3 1.8
O -2.061 -0.333 -1.955 1.2 -0.8 0.3
C -3.086 -0.273 -2.891 -1.5 1.2 0.0
H -3.226 -3.619 2.384 0.6 -0.6 -0.5
H -3.565 -2.003 2.608 0.4 0.5 0.1
H -2.179 -2.716 3.489 -0.2 0.1 0.2
H -0.701 -3.783 1.122 0.8 -0.1 -1.1
H -0.290 -3.188 2.581 0.4 0.9 0.5
H 1.197 -2.513 0.674 1.0 0.8 -0.3
H 0.659 -1.109 1.821 0.8 -0.1 -0.2
H 0.832 -0.527 -0.313 -0.2 2.1 -0.8
H -1.133 -2.652 -1.065 0.0 0.4 0.8
H 0.470 -2.465 -1.644 0.7 0.5 0.3
H -1.322 -1.738 -3.281 0.2 -0.1 0.0
H -0.241 -0.356 -2.835 0.2 -0.1 -0.4
H -2.758 0.127 -3.850 0.1 -0.4 -0.2
H -3.771 0.481 -2.502 -0.3 -0.2 0.0
H -3.593 -1.236 -2.944 -0.1 0.0 -0.4
C 2.576 2.866 1.587 1.1 0.3 0.9
C 1.718 3.377 0.522 -3.4 2.4 1.1
C 1.528 4.902 0.753 0.0 0.2 -0.7
O 1.927 3.077 -0.828 0.9 -0.4 0.0
H 2.509 1.790 1.748 0.6 -0.2 -0.2
H 2.155 3.322 2.483 0.0 -0.3 0.2
H 3.556 3.336 1.511 0.5 -0.8 0.0
H 0.732 3.007 0.802 -0.6 -0.4 -0.2
H 0.617 5.317 0.323 0.1 -0.3 -0.6
H 2.376 5.461 0.355 0.1 0.1 0.0
H 1.379 5.178 1.797 0.4 -0.4 0.2
H 2.224 2.166 -0.772 0.1 0.0 -0.6



17
Properties=species:S:1:pos:R:3:forces:R:3 method="wB97M-V/def2-TZVPD" total_charge=+1 e_homo_ev=-12.967 spin_multiplicity=1 e_above_lowest_ev=2.754
C -0.540 1.440 -2.335 0.0 -0.1 0.0
C -0.441 1.424 -0.822 -0.2 0.0 0.1
C -2.236 0.599 0.642 -0.2 0.0 0.0
N -1.369 0.408 -0.257 0.4 0.1 -0.4
H -0.300 0.472 -2.773 0.0 -0.1 0.0
H -1.539 1.726 -2.655 0.0 0.1 0.0
H 0.175 2.157 -2.728 0.0 0.1 0.0
H 0.551 1.156 -0.465 0.1 0.0 -0.1
H -0.716 2.384 -0.391 0.0 0.0 0.1
H -2.864 -0.223 0.961 0.0 0.0 0.1
H -2.341 1.589 1.068 0.0 0.0 0.1
H -1.271 -0.515 -0.675 -0.1 -0.1 0.1
C 2.166 -2.097 0.969 0.0 0.0 0.2
N 2.611 -2.039 2.145 0.0 0.0 0.0
H 2.617 -2.776 0.254 0.1 -0.1 -0.1
H 1.323 -1.493 0.611 -0.1 0.0 -0.1
H 2.101 -1.365 2.713 0.0 0.0 0.0